Record 1
This record from the Open Molecules 2025 dataset describes a structure of composition C19H36Cl2F3O2Si4TeY. The level of theory is the ωB97M-V functional and the def2-TZVPD basis.

Summary:
- Largest force on an atom: 0.24 eV Å⁻¹
- Frontier orbital gap: 7.274 eV
- ΔE to the lowest compared entry with this formula, charge and spin: 0.0 kJ/mol

The geometry in ORCA input format:
```
! wB97M-V def2-TZVPD RIJCOSX def2/J DEFGRID3
* xyz 0 1
H 4.38261 -2.53813 0.38561
H 2.17461 1.03305 -0.71805
H -2.25772 4.59179 4.44226
H 2.99088 -3.62105 0.42906
Si -0.95769 -3.24494 0.96628
Si 0.23534 -2.62936 -2.67739
Y -0.14004 2.73480 -0.04127
H -2.18546 -3.19374 -2.88050
H 3.79273 0.70491 -0.11503
H 0.50431 -5.20697 0.47759
H 1.83238 -4.47681 -2.12183
H 2.25440 4.43466 -3.60203
C -3.70242 2.27107 1.29149
H -2.26389 -4.49150 -0.74067
H -3.18792 2.00228 3.34931
H -4.03613 2.76063 -0.77768
C -3.03603 2.59890 2.45798
O 1.30082 3.04902 -1.80055
H -3.13706 -3.05283 -0.20201
C 0.86548 -4.40300 -2.62397
C 2.93745 0.25838 -0.62543
H -3.11090 -4.50498 0.80950
H -1.30552 5.28859 1.35974
H 2.43202 -1.65094 -3.35943
C 2.21483 -0.91321 2.13879
C -2.15994 3.68731 2.51478
H -1.95193 -2.98461 3.23504
H -0.68483 4.76527 3.65389
H -2.05007 -1.47408 2.31045
C -1.47023 -2.60639 -3.45983
O -0.05391 4.70019 -1.28240
H -0.33623 -5.42014 2.01737
H 1.10444 -0.52606 -3.67660
H -2.49391 4.72030 -0.71490
F 1.48448 4.21946 2.43689
C 1.36099 2.96163 1.89995
H -1.85262 -1.58625 -3.52463
C -1.41478 -2.33112 2.54270
H 1.37803 -1.90145 -4.75461
Si 0.12872 -1.76453 -0.49862
C -3.51761 3.02373 0.13422
Si 2.26646 -1.23854 0.29107
C 0.88540 4.22917 -1.97700
H -4.35565 1.40932 1.27216
H 1.50358 -0.13036 2.40701
C -2.51539 -3.88620 0.13386
C -1.96372 4.42447 1.34570
H 3.20227 -0.59503 2.48459
Cl 2.50294 6.33832 -2.25211
H 3.22756 -0.00243 -1.64504
F 2.63389 2.47610 1.86550
H -1.15203 3.21936 4.35267
H -0.52284 -1.95760 3.05025
H -1.42831 -3.02235 -4.47045
C -1.52115 4.08864 3.81190
F 0.74836 2.22008 2.91244
Cl 0.36906 5.71906 -4.16384
H 0.98025 -4.80702 -3.63338
C 0.17414 -4.69141 1.38242
H 0.16033 -5.04447 -2.08937
C 1.40056 -1.57722 -3.71046
C 3.38815 -2.71444 -0.03329
C 1.56970 5.06582 -3.04845
Te -1.48396 0.16392 -0.60322
H 3.50422 -2.90467 -1.10248
H 1.94504 -1.82107 2.68368
C -2.65053 4.10552 0.16296
H 1.06401 -4.35082 1.91737
*
```

---

Record 2
This record from the Open Molecules 2025 dataset describes a cluster of 5 separate species, C19H36Cl8FNO9P in total at a distorted geometry. The level of theory is the ωB97M-V functional and the def2-TZVPD basis.

Summary:
- Largest force on an atom: 7.25 eV Å⁻¹
- Frontier orbital gap: 6.543 eV

The geometry in ORCA input format:
```
! wB97M-V def2-TZVPD RIJCOSX def2/J DEFGRID3
* xyz -1 1
H 7.11252 1.48588 4.22292
H -2.58965 1.51693 -1.36702
H 1.03949 0.40670 1.08648
C 1.79955 1.20707 1.40016
C -2.20009 2.04361 1.76541
H -4.62901 -5.81341 -3.28430
O -1.46902 -1.30986 -4.26300
H 1.67133 -0.93354 -1.37158
Cl 5.25733 0.14682 4.79477
C -2.12696 -2.63842 -0.53066
O 1.21051 2.45793 1.85186
H -2.46395 -0.45423 -0.74863
H 1.86714 6.58531 -3.51891
F -1.96271 1.89043 -4.76451
C -1.13314 -0.11142 -3.62030
C 1.29527 5.69976 -3.24501
H 3.22183 -1.85639 -0.80126
C 2.36881 -1.81341 -1.58077
H 0.88944 1.65212 -1.14810
C -3.10210 -1.39627 -0.93293
Cl -6.36854 -4.63448 -2.21413
H -1.05388 0.11019 1.61975
Cl 2.19355 -0.52832 6.93738
N -0.74909 -2.20152 -0.92189
C -1.45046 0.80100 2.45788
P 0.02064 3.04299 0.74461
H -3.09381 2.30772 2.45276
H -0.18898 2.63927 -2.98894
C -0.16246 1.99017 -0.80267
H -3.94359 -1.35695 -0.14134
H 0.80268 -2.93792 0.47883
Cl -0.34771 5.85890 -3.87936
O -1.41017 3.25781 1.64669
C -2.25223 1.03904 -3.61580
H -2.25297 0.16877 3.00258
H 1.86905 -0.03164 3.31556
H -1.01062 3.84202 -1.78786
C 0.29727 -3.18840 -0.53698
H 3.12350 1.38465 3.23960
H 2.57309 1.44152 0.58264
H -2.65756 1.68575 0.78154
H -3.01293 2.83669 -2.56415
H 1.24897 5.61066 -2.15921
O 0.04660 -0.02394 -3.13747
Cl 6.44865 0.55101 2.16266
Cl -3.87509 -5.61363 -1.05775
C -0.84373 2.73027 -2.05474
H 2.83389 -1.63437 -2.62229
C 2.61774 0.54526 2.64644
O 0.51528 4.45726 0.31984
H -2.45550 -3.62506 -0.99447
O 2.38283 -4.32568 -1.49841
H 0.99339 -3.23171 -2.65573
C -4.67510 -5.03405 -2.52525
C 1.50625 -3.16693 -1.62651
H -2.14053 -2.65548 0.63222
C 6.15559 1.25925 3.75507
H 3.44118 -0.16938 2.27769
H -0.62826 1.15006 3.17542
O -3.62483 -1.50771 -2.27875
C -2.24547 1.99504 -2.34364
O -3.52834 0.41799 -3.90957
H -0.12577 -4.25514 -0.45920
H 4.32175 -1.30694 7.58816
O -4.99367 0.32926 -2.15137
H -0.48937 -1.33134 -0.41423
Cl 2.09964 4.27029 -3.90517
C 3.31555 -1.38887 7.99727
C -4.06420 -0.26029 -2.78563
Cl 2.88725 -3.09884 8.13009
H -4.15977 -4.14117 -2.88036
H 3.28234 -0.93799 8.98808
H -0.69624 1.01563 -0.48195
H 5.57776 2.17484 3.63434
H 1.88985 -5.09118 -1.11690
*
```

---

Record 3
This record from the Open Molecules 2025 dataset describes a structure of composition C19H36F2NO19PdS2 at a distorted geometry. The level of theory is the ωB97M-V functional and the def2-TZVPD basis.

Summary:
- Largest force on an atom: 9.97 eV Å⁻¹
- Frontier orbital gap (alpha / beta): 6.401 / 3.695 eV

The geometry in ORCA input format:
```
! wB97M-V def2-TZVPD RIJCOSX def2/J DEFGRID3
* xyz 1 3
S -15.31119 -18.50117 0.79436
C -13.31620 -18.50708 -3.80792
H -10.92859 -21.90346 -1.61924
H -9.71273 -22.71103 -5.36690
C -8.23762 -18.46497 1.15896
O -15.18725 -14.99644 2.45602
O -12.43259 -19.54371 -4.13076
H -12.94830 -18.79881 4.29632
H -10.27964 -11.87160 -2.23383
C -12.12131 -20.81329 4.58845
C -8.71284 -17.02399 1.60497
C -9.63333 -19.86954 -0.12263
H -9.79710 -16.93935 1.67788
H -12.90586 -20.82043 5.34511
C -12.18336 -19.46292 3.89392
O -9.32975 -19.43370 5.88121
O -10.90769 -20.86320 5.31802
H -11.89907 -20.67107 -1.68581
H -19.03020 -15.34057 5.11461
H -10.91102 -23.34060 -6.16812
H -10.77140 -21.02689 -3.09615
O -11.60748 -12.65989 -0.01231
H -17.70239 -17.25793 4.13631
H -12.23081 -21.76480 4.06813
C -11.84998 -19.56167 -5.21656
H -10.62236 -14.40523 -0.65901
H -9.55606 -22.77807 -7.14606
H -9.14607 -12.47829 -1.05611
O -11.86371 -18.67221 -6.02026
O -12.75103 -18.73592 -0.54952
H -9.28608 -13.37703 -2.55281
H -17.42533 -16.18108 2.72797
F -16.75294 -18.00361 0.26962
C -12.74991 -13.05610 0.67431
O -13.03939 -12.38907 1.76478
O -12.54955 -17.53561 1.60031
H -14.14861 -18.86203 -3.20031
C -10.27333 -19.67171 5.20606
H -13.20814 -10.46481 2.53313
H -11.57466 -10.99339 2.38091
C -9.84934 -12.78772 -1.82926
H -12.33911 -15.13328 2.78552
F -12.52771 -16.34571 -0.44029
C -10.99663 -13.45425 -1.03804
O -11.36268 -20.70544 -5.41125
H -8.35370 -16.36529 0.81425
C -18.56979 -15.23508 4.13227
H -12.60893 -13.81274 4.03131
O -16.11490 -15.83105 4.41373
H -8.15256 -16.78560 2.50904
C -10.21247 -22.51702 -6.31596
H -7.15148 -18.48702 1.07010
H -11.78788 -13.65710 -1.75976
H -11.94923 -15.35391 4.41609
O -13.34066 -14.16118 0.43665
H -9.91860 -20.27259 -6.67434
Pd -15.26674 -15.10461 0.03157
H -19.40134 -15.51869 3.48714
C -17.42471 -16.25389 3.81553
O -10.95719 -18.87673 4.38938
O -10.26059 -20.39188 0.82468
C -10.88537 -20.89100 -2.02068
O -9.85182 -20.05164 -1.47199
O -13.92907 -15.43449 4.20063
C -12.69292 -14.87063 3.78248
S -13.15494 -17.66149 0.32774
C -15.09347 -15.37021 3.58818
H -11.34099 -20.84023 -7.43230
H -12.90741 -17.64545 -3.28011
H -12.08217 -19.60459 2.81792
C -12.54521 -11.04024 1.88699
H -8.37692 -19.09531 2.03724
H -12.52282 -10.43569 0.98029
O -15.31043 -19.74619 0.08130
N -14.56572 -17.07269 0.14680
O -15.47937 -18.48545 2.25904
O -8.80251 -18.84973 -0.09967
H -13.79291 -18.24935 -4.75366
C -10.69340 -21.03306 -6.57699
H -18.24631 -14.21933 3.90486
*
```

---

Values of total energy, in order: -97433.0421 -152388.5088 -91248.8898, all in eV.